Version w
The following is a quantum chemistry calculation of 2 unconnected molecules or ions with the total composition C4H11NO3, from the OMol25 dataset.

SMILES: CN[C@H](C)C(=O)O.O
Kohn-Sham gap: 8.956 eV
E_HOMO: -0.3073 Ha

Each line ends with the Mulliken charge.
CARTESIAN COORDINATES (ANGSTROEM)
C 1.6423 -0.6590 0.1549  -0.889
N 0.4535 -0.2067 0.8484  -0.286
C -0.7031 0.2865 0.1048  0.278
C -1.2817 -0.7091 -0.9510  -1.221
C -0.3171 1.6664 -0.4776  0.393
O 0.5137 1.9755 -1.2820  -0.561
O -1.1116 2.5943 0.0889  -0.464
H 2.3990 -0.6020 1.0069  0.352
H 1.9714 0.1687 -0.5269  0.288
H 1.6560 -1.6518 -0.2995  0.205
H 0.2029 -0.6675 1.7457  0.265
H -1.4468 0.3695 0.9422  0.322
H -1.9356 -1.4719 -0.5168  0.326
H -1.8653 -0.2539 -1.7485  0.364
H -0.4478 -1.2969 -1.3020  0.276
H -0.9564 3.5389 -0.0443  0.343
O 0.5408 -3.5830 1.1638  -0.573
H 0.1528 -4.1280 1.8583  0.285
H 1.1443 -4.1709 0.6996  0.296



Version x
The following is a quantum chemistry calculation of 2 unconnected molecules or ions with the total composition C4H11NO3, from the OMol25 dataset.

SMILES: C[C@@H](O)CC(N)=O.O
Kohn-Sham gap: 10.993 eV
E_HOMO: -0.3805 Ha

Each line ends with the Mulliken charge.
CARTESIAN COORDINATES (ANGSTROEM)
C -1.7900 -1.8881 -1.2857  -1.352
C -1.2470 -0.8786 -0.2380  0.367
O -0.6644 -1.7655 0.7043  -0.576
C -0.2267 0.1028 -0.8318  -0.830
C 0.4203 0.9334 0.2845  0.667
N 0.7123 2.2496 -0.1282  -0.430
O 0.6652 0.4975 1.3893  -0.763
H -1.1474 -2.7599 -1.3304  0.367
H -2.7693 -2.3607 -1.0651  0.313
H -1.8114 -1.4998 -2.2960  0.340
H -2.0493 -0.3654 0.2847  0.283
H -0.2395 -1.1944 1.3631  0.328
H 0.6878 -0.3445 -1.2315  0.274
H -0.5421 0.8031 -1.5792  0.482
H 0.0650 2.5436 -0.8362  0.234
H 1.0378 2.8447 0.6170  0.266
O 3.1210 1.4230 2.1176  -0.647
H 2.2114 1.0651 2.1744  0.373
H 3.5663 0.5940 1.8871  0.302



Which of them is the most stable, and which is the least stable? version x and version w, in that order.



Version w
The following is a quantum chemistry calculation of 2 unconnected molecules or ions with the total composition C4H11NO3, from the OMol25 dataset.

SMILES: CC(=O)NCCO.O
Kohn-Sham gap: 10.225 eV
E_HOMO: -0.3579 Ha

Each line ends with the Mulliken charge.
CARTESIAN COORDINATES (ANGSTROEM)
C -2.9623 -0.1998 -0.5002  -1.122
C -2.3407 -0.5359 0.8234  0.677
O -2.9084 -1.2282 1.6494  -0.630
N -1.1142 0.0043 1.1027  -0.091
C -0.3170 0.8943 0.2724  -0.348
C 1.1721 0.5820 0.3320  -0.648
O 1.7900 1.1367 1.4716  -0.503
H -2.8129 0.8475 -0.7595  0.359
H -2.5888 -0.7798 -1.3483  0.285
H -4.0353 -0.3406 -0.4565  0.315
H -0.6494 -0.2436 1.9581  0.167
H -0.6946 0.8972 -0.7464  0.367
H -0.4684 1.9302 0.5853  0.202
H 1.6055 1.0072 -0.5659  0.325
H 1.3353 -0.5019 0.2929  0.328
H 1.4154 0.7263 2.2570  0.316
O 4.4090 -1.7261 -2.3236  -0.637
H 3.8814 -1.1464 -1.7536  0.314
H 5.2832 -1.3234 -2.2909  0.325



Version x
The following is a quantum chemistry calculation of 2 unconnected molecules or ions with the total composition C4H11NO3, from the OMol25 dataset.

SMILES: C[C@H](O)[C@@H](N)C=O.O
Kohn-Sham gap: 10.362 eV
E_HOMO: -0.3570 Ha

Each line ends with the Mulliken charge.
CARTESIAN COORDINATES (ANGSTROEM)
C 0.7749 -1.7011 0.1920  -1.412
C 0.4750 -0.2127 0.3313  0.548
O 0.5065 -0.0831 1.7763  -0.575
C -0.9836 0.1012 -0.0616  0.047
N -2.1133 -0.3492 0.6867  -0.698
C -1.1596 1.6433 -0.1516  -0.176
O -0.2020 2.3675 -0.2599  -0.501
H 0.7174 -2.2959 -0.7154  0.346
H 0.1954 -2.1256 1.0200  0.367
H 1.8763 -1.8255 0.3004  0.302
H 1.2113 0.3300 -0.2739  0.112
H 0.6831 0.8396 2.0267  0.340
H -1.1078 -0.2714 -1.1188  0.341
H -2.0876 -1.3520 0.8439  0.285
H -2.1275 0.0584 1.6191  0.254
H -2.1892 2.0402 -0.0207  0.398
O 1.8344 0.6249 -2.2867  -0.643
H 2.5383 0.8901 -1.6949  0.336
H 1.1578 1.3211 -2.2127  0.332



Version y
The following is a quantum chemistry calculation of a molecular structure, C4H11NO3, from the OMol25 dataset.

Kohn-Sham gap: 9.786 eV
E_HOMO: -0.3345 Ha

Each line ends with the Mulliken charge.
CARTESIAN COORDINATES (ANGSTROEM)
C 1.4091 -1.2304 0.6639  -0.237
C 1.6301 0.8284 -0.8166  -0.816
O 0.7944 -0.2823 -0.5733  -0.429
O 1.1390 -0.7181 1.8302  -0.662
H 0.1741 0.1172 1.7569  0.382
H 2.4802 -1.2563 0.4064  0.362
H 0.8961 -2.1636 0.3891  0.226
H 2.6133 0.4952 -1.1626  0.320
H 1.7660 1.4349 0.0856  0.353
H 1.1895 1.4421 -1.6057  0.256
C -1.8045 -0.9240 0.0872  -1.215
C -1.1411 0.4219 0.2203  0.972
N -1.5376 1.3678 -0.6580  -0.414
O -0.7111 0.8371 1.3538  -0.632
H -1.1364 2.2870 -0.5622  0.281
H -1.8648 1.0891 -1.5669  0.213
H -1.4292 -1.5937 0.8557  0.296
H -1.5834 -1.3579 -0.8867  0.339
H -2.8835 -0.7943 0.1827  0.406



Version z
The following is a quantum chemistry calculation of 2 unconnected molecules or ions with the total composition C4H11NO3, from the OMol25 dataset.

SMILES: NC(=O)O.CCCO
Kohn-Sham gap: 11.061 eV
E_HOMO: -0.3812 Ha

Each line ends with the Mulliken charge.
CARTESIAN COORDINATES (ANGSTROEM)
N -0.4467 1.6216 1.1631  -0.622
C -0.5381 0.9906 2.4582  0.666
O 0.1039 0.0571 2.8304  -0.492
O -1.4673 1.5759 3.2237  -0.439
H -0.5231 0.8816 0.4696  0.220
H 0.4801 2.0079 1.0208  0.295
H -1.8451 2.2877 2.6850  0.355
C 0.6971 -1.8279 -0.4783  -1.071
C 0.1980 -0.8576 -1.5443  -0.153
C 0.9050 -1.0732 -2.8696  -0.652
O 0.3633 -0.1620 -3.8145  -0.519
H 1.7770 -1.7608 -0.3460  0.311
H 0.2498 -1.6205 0.4948  0.302
H 0.4485 -2.8578 -0.7331  0.342
H 0.3920 0.1765 -1.2502  0.170
H -0.8789 -0.9560 -1.6879  0.327
H 0.7786 -2.1103 -3.1951  0.350
H 1.9752 -0.8834 -2.7385  0.309
H 0.7220 -0.3402 -4.6923  0.301



Which of them is the most stable, and which is the least stable? version z and version y, in that order.